Below is a molecular structure, C24H32BN14Sn, with properties calculated with ωB97M-V with the def2-TZVPD basis set.

Calculated values
multiplicity = 2
⟨S²⟩ = 1.8314
energy above the lowest of the compared OMol25 structures with the same formula, charge and spin = 2.039 eV
HOMO (alpha / beta) = -18.55 / -17.50 eV
charge = +4
gap between HOMO and LUMO (alpha / beta) = 6.906 / 4.382 eV
energy = -1938.162130 Eh
strongest force on any atom = 0.27 eV Å⁻¹

Element x y z (Å)
1 C -1.89037 -3.17190 1.81148
2 N 0.65885 4.15909 -0.35964
3 C 5.28449 -3.49766 2.35681
4 C 2.63187 8.15690 -1.61183
5 H -0.03505 6.40580 0.95683
6 C -2.24568 0.85099 -1.21992
7 C 5.98312 -3.91986 3.51346
8 H 2.31354 5.46122 1.42866
9 C -3.40361 0.99851 -1.96767
10 H -0.12786 -1.77986 5.14924
11 C 1.31660 4.71233 -2.61820
12 H -3.90719 1.90811 -2.24271
13 H 2.98077 7.05398 1.05283
14 N -1.63324 -2.80153 0.55525
15 H 1.75428 -2.80989 -2.56151
16 H 1.34107 3.62920 -2.67519
17 H -4.62146 -0.63055 -2.86904
18 H 2.28848 5.10462 -2.91791
19 H 2.75374 8.89506 -2.40271
20 H 0.56783 5.08353 -3.31883
21 H -4.65070 -3.88959 0.26152
22 C 0.72373 -3.09087 -2.71262
23 N -1.42013 -3.10831 -2.35808
24 N -4.55915 -2.87071 -3.52567
25 N 1.03098 6.42002 -0.84184
26 H -3.66706 -4.09540 2.77326
27 B -2.74975 -2.69255 -1.68645
28 C 2.09821 6.52874 1.41066
29 H -1.96841 -4.44841 -3.91312
30 H -3.85379 -5.37117 -1.52305
31 C -1.17637 -3.93469 -3.39507
32 N 4.07197 -3.07787 2.67385
33 H 1.18926 7.07412 -2.82006
34 H 1.89544 6.85965 2.42794
35 H 0.70862 7.93077 0.52015
36 N -3.89162 -3.46895 -2.41550
37 H 3.44621 7.43707 -1.68464
38 C 2.82043 -2.87795 4.74928
39 H 0.45384 4.53216 0.56673
40 C 3.96302 -3.21556 4.01088
41 N 2.68514 -3.02888 6.11628
42 N -0.24004 -2.57726 -1.94507
43 H 6.97789 -4.31696 3.64154
44 H -5.75252 -5.93551 -3.46110
45 C -3.16979 -3.70571 1.90253
46 N -2.73263 -3.09338 -0.18910
47 H 0.69041 -4.51007 -4.41734
48 C 1.26998 7.48227 -1.82032
49 C -5.24172 -4.99816 -3.29493
50 C 1.46266 -2.60822 6.45619
51 Sn -0.13887 -1.30831 -0.14616
52 C -3.78380 -0.28869 -2.28937
53 C -4.25889 -4.70891 -2.27453
54 N 5.13812 -3.73425 4.53042
55 H 2.68901 8.67751 -0.65816
56 C 0.87284 6.85668 0.55268
57 N 1.68629 -2.36129 4.22727
58 H 5.65765 -3.50326 1.34544
59 N -1.94660 -0.44501 -1.08825
60 H 1.10073 -2.61748 7.47171
61 C -5.34838 -3.77247 -4.01907
62 C 0.17671 -3.95546 -3.65194
63 N -2.89980 -1.15393 -1.75919
64 H 3.36213 -3.38680 6.77387
65 H 0.46798 8.21049 -1.67369
66 H -1.61373 1.60300 -0.77249
67 C -3.67145 -3.62056 0.62134
68 C 0.86054 -2.19681 5.25470
69 H -5.97571 -3.55421 -4.87091
70 H -1.14019 -3.03766 2.57567
71 C 0.98444 5.09021 -1.20784
72 H 5.35662 -3.94948 5.49227

Below is C7H13N3O3 in the gas phase at a distorted geometry, with properties calculated with ωB97M-V with the def2-TZVPD basis set.

Calculated values
multiplicity = 1
energy above the lowest of the compared OMol25 structures with the same formula, charge and spin = 6.248 eV
SMILES string = NC1=N[C@@H](CC[N+](=O)[O-])COCC1
HOMO = -8.38 eV
charge = 0
gap between HOMO and LUMO = 8.566 eV
energy = -664.344266 Eh
strongest force on any atom = 9.58 eV Å⁻¹

Element x y z (Å)
1 O -0.94702 3.86514 1.32745
2 C -1.77745 1.75891 1.11951
3 H -1.22617 1.57334 2.00746
4 N 1.89378 -0.87167 2.73898
5 H 2.32273 -2.00786 -0.19958
6 C 2.64788 -1.16969 0.46961
7 H -1.91015 0.76628 -0.89567
8 O 1.93478 0.58918 -1.31447
9 H 2.77755 -1.33055 3.09250
10 O -2.25684 3.52110 -0.42365
11 H -2.82642 1.63183 1.48783
12 C 2.94914 0.13069 -0.41186
13 C -0.07336 0.16018 -0.01359
14 H 0.27029 1.66363 -1.57832
15 N -1.63578 3.14319 0.60499
16 H 3.03881 0.92589 0.32194
17 H 3.91241 0.07139 -0.95610
18 C -1.53783 0.57797 0.18146
19 C 1.59991 -0.90791 1.53773
20 H 1.02227 1.87859 0.02966
21 C 0.74345 1.14174 -0.78540
22 H -2.21567 -0.18708 0.47259
23 H 3.51939 -1.42625 1.04072
24 H -0.06604 -0.61693 -0.77196
25 H 1.19593 -0.62562 3.43155
26 N 0.40301 -0.49688 1.24523

Below is CH3N3S in the gas phase at a distorted geometry, with properties calculated with ωB97M-V with the def2-TZVPD basis set.

Calculated values
multiplicity = 1
energy above the lowest of the compared OMol25 structures with the same formula, charge and spin = 2.040 eV
HOMO (alpha / beta) = -8.82 / -8.31 eV
charge = 0
gap between HOMO and LUMO (alpha / beta) = 8.547 / 6.735 eV
energy = -602.219931 Eh
strongest force on any atom = 3.29 eV Å⁻¹

Element x y z (Å)
1 S 1.04124 -1.56319 0.38843
2 N 0.71470 1.36775 -0.02562
3 N -0.41035 0.64662 0.22127
4 H -1.13755 1.23851 0.62239
5 N 1.84167 1.12588 -0.17491
6 H -0.45674 -0.94080 -1.25898
7 H -1.19350 -1.17955 0.37201
8 C -0.39946 -0.69523 -0.14458

Below is 2 unconnected molecules or ions with the total composition C4H11N3O at a distorted geometry, with properties calculated with ωB97M-V with the def2-TZVPD basis set.

Calculated values
multiplicity = 1
energy above the lowest of the compared OMol25 structures with the same formula, charge and spin = 4.928 eV
SMILES string = CNC(N)=O.C=NC
HOMO = -8.38 eV
charge = 0
gap between HOMO and LUMO = 8.709 eV
energy = -398.373048 Eh
strongest force on any atom = 5.63 eV Å⁻¹

Element x y z (Å)
1 C 0.60908 -1.88965 0.14966
2 H -2.39531 -0.11624 1.22138
3 H 0.67038 1.39702 2.44352
4 H 0.32773 0.55385 -2.74259
5 O -0.90080 1.75079 0.65041
6 H -2.75324 -1.54018 0.07666
7 N 0.73718 0.74669 -0.69951
8 C -2.01955 -0.95149 0.61974
9 N 1.00555 0.92486 1.61709
10 C 0.04515 0.95326 0.56005
11 C 0.09218 1.21564 -1.90566
12 H -0.99126 1.16388 -1.79618
13 H 0.63593 -2.57902 -0.69125
14 H 1.72103 0.21584 1.67370
15 H 0.36655 -2.42504 1.06885
16 N -0.82479 -0.95034 0.26330
17 H 1.74559 0.79317 -0.65921
18 H 0.29873 2.27274 -2.08294
19 H 1.62991 -1.53578 0.23300

Below is a molecular structure, C13H29NiO19P2S at a distorted geometry, with properties calculated with ωB97M-V with the def2-TZVPD basis set.

Calculated values
multiplicity = 3
⟨S²⟩ = 2.0026
HOMO (alpha / beta) = -4.59 / -4.57 eV
charge = -1
gap between HOMO and LUMO (alpha / beta) = 6.251 / 6.238 eV
energy = -4531.714643 Eh
strongest force on any atom = 10.04 eV Å⁻¹

Element x y z (Å)
1 H -0.72192 -4.64475 2.39571
2 O -1.38475 -1.04678 0.14797
3 C 4.34875 -1.39511 -1.24778
4 H -1.32612 1.42924 4.68021
5 H -0.90687 5.51246 0.41707
6 O -3.39362 0.40532 -1.23261
7 H 2.44009 -1.99605 -0.54369
8 H -3.84701 -3.46502 0.06711
9 H 2.24615 0.36129 -3.16984
10 H -2.24522 -3.67515 -0.33706
11 C -1.15255 2.16170 3.89187
12 Ni -1.17895 0.60896 -1.22234
13 P -1.27876 -1.93456 1.35652
14 O -1.33206 -2.54274 -3.79886
15 H -2.09232 2.38307 3.38598
16 O -0.00387 -2.94430 1.17793
17 O -0.98245 -1.20149 2.74982
18 C -0.75227 -1.35560 -3.81128
19 O -0.69347 -0.71615 -2.77554
20 H 3.01021 3.93839 1.73000
21 C 3.13137 0.37352 -2.53398
22 H 4.71293 -2.41991 -1.32031
23 C -4.29207 -0.40954 -1.56670
24 O 0.06943 2.13777 -4.19044
25 H -1.41972 -2.72918 4.00950
26 O -0.88095 4.01107 1.81424
27 O -0.13890 1.84198 3.01217
28 C -0.37237 2.97245 -3.37401
29 H 3.58373 1.32870 -2.80066
30 O -4.03666 -1.57351 -1.21311
31 O -0.95985 1.77577 0.56171
32 H 5.13192 -0.66635 -1.03882
33 C -1.34548 4.53550 0.62023
34 C -0.70374 -1.91540 3.89437
35 C 2.27649 3.21825 2.09216
36 C 0.12226 -4.19154 1.87604
37 H -0.87107 -1.31883 4.79115
38 C 3.13658 -1.21656 -0.23481
39 H -0.88343 3.03341 4.48836
40 S 2.45049 0.42715 -0.78502
41 H 1.06761 -4.26004 2.41431
42 O 0.97845 0.54167 -0.76871
43 H -3.31461 -1.16437 -0.73055
44 C 3.82957 -1.03566 -2.69044
45 H 3.15380 -1.76823 -3.13176
46 O 3.27883 1.47063 -0.14953
47 H -2.41684 4.68190 0.75751
48 H 2.85459 2.36054 2.43602
49 O -0.90817 2.57644 -2.32057
50 C -2.90100 -3.74451 0.53083
51 O -0.45791 -0.88289 -4.92028
52 H -1.27519 -2.66835 -4.74890
53 O 1.28027 2.91779 1.15178
54 H -0.04187 -4.92999 1.09128
55 H -0.61506 4.86259 -2.97085
56 P -0.22977 2.56810 1.58086
57 H 0.29779 -2.34417 3.92872
58 O -2.51257 -2.95871 1.58152
59 H 3.28540 -1.16864 0.84392
60 O -5.17582 -0.20564 -2.44327
61 H -2.93285 -4.76983 0.89934
62 H 4.66709 -1.11143 -3.38393
63 O -0.24857 4.32513 -3.67685
64 H 1.91181 3.57077 3.05696
65 H -1.03896 4.03943 -0.30067

Below is C6H12O in the gas phase, with properties calculated with ωB97M-V with the def2-TZVPD basis set.

Calculated values
multiplicity = 1
energy above the lowest of the compared OMol25 structures with the same formula, charge and spin = 0.308 eV
SMILES string = CC1(O)CCCC1
HOMO = -9.94 eV
charge = 0
gap between HOMO and LUMO = 10.908 eV
energy = -311.047939 Eh
strongest force on any atom = 0.52 eV Å⁻¹

Element x y z (Å)
1 C -1.80510 0.79797 -0.56123
2 H 2.42724 0.40485 1.27386
3 H -2.08171 -0.92042 1.18048
4 H 0.40694 -0.05709 -1.83877
5 H 2.37116 -1.25712 -0.80977
6 H 0.09680 0.35476 2.00605
7 H -2.80018 0.58775 -0.15186
8 O -1.30161 -1.23696 0.70858
9 H -0.19780 -1.67167 -1.42244
10 H 1.33145 -1.73966 0.54337
11 H 1.97861 1.13752 -0.26497
12 C 0.24620 0.69556 0.97669
13 H -1.89203 0.76094 -1.65197
14 C -0.72487 -0.12061 0.02565
15 H 0.06681 1.77906 0.98968
16 C 1.50902 -0.96159 -0.20884
17 C 1.67154 0.39064 0.48175
18 C 0.22482 -0.75189 -1.00751
19 H -1.52727 1.80797 -0.26876

Below is a molecular structure, C17H21BN6Sn at a distorted geometry, with properties calculated with ωB97M-V with the def2-TZVPD basis set.

Calculated values
multiplicity = 1
energy above the lowest of the compared OMol25 structures with the same formula, charge and spin = 0.211 eV
HOMO = -15.00 eV
charge = +2
gap between HOMO and LUMO = 6.647 eV
energy = -1227.540087 Eh
strongest force on any atom = 4.14 eV Å⁻¹

Element x y z (Å)
1 C -1.77000 -2.93154 -2.99651
2 C -0.32349 -0.33602 5.34121
3 N -0.36396 -1.23135 -2.89723
4 N -0.11729 1.28824 -2.76498
5 C 3.06344 -0.36077 -0.51128
6 H -0.28602 -1.05656 6.16277
7 H 1.17629 -1.37325 4.15885
8 H -1.36240 3.09035 -0.39003
9 C -0.96383 -2.08404 -3.74245
10 C 3.94196 -0.24969 -1.58669
11 H 3.41176 -0.09881 -3.77866
12 H -0.40673 2.23871 2.41650
13 Sn -0.13538 -0.18256 0.03104
14 H 0.84708 -0.00349 -4.39787
15 H -0.88161 -1.66701 1.15961
16 N 1.80461 -0.34569 -1.00004
17 N -0.49240 1.47583 -1.46205
18 N -0.73222 -1.54247 -1.61431
19 C -1.91715 -1.33791 1.46454
20 C -0.96323 3.32397 -2.58892
21 C 1.15715 0.13077 1.87339
22 C -1.17406 0.77658 5.41337
23 H -2.54267 -2.20964 1.23698
24 C -1.60283 -2.57680 -1.65960
25 C -0.40373 1.51891 3.24027
26 H -1.90341 -1.14245 2.54135
27 B 0.58482 -0.04109 -3.23048
28 H -1.88614 2.55659 4.39985
29 H -2.35258 -0.46961 0.94047
30 H 1.79415 -0.75878 1.89918
31 C -1.00536 2.71358 -1.33591
32 H 3.28494 -0.43958 0.54207
33 H -0.77980 -2.01002 -4.80360
34 C 3.15971 -0.18060 -2.73366
35 H 1.69130 1.00948 1.49187
36 C -1.22041 1.69360 4.35542
37 H -2.41610 -3.70040 -3.37352
38 C -0.40286 2.39931 -3.46268
39 H -1.80185 0.92626 6.29181
40 H 5.01165 -0.20773 -1.51679
41 C 0.48919 -0.52275 4.22307
42 N 1.86972 -0.20825 -2.36224
43 H -2.04267 -3.01086 -0.77070
44 C 0.42192 0.38643 3.14597
45 H -0.17001 2.43668 -4.51659
46 H -1.28952 4.31448 -2.83278

Below is C15H23N5O4S in the gas phase at a distorted geometry, with properties calculated with ωB97M-V with the def2-TZVPD basis set.

Calculated values
multiplicity = 1
energy above the lowest of the compared OMol25 structures with the same formula, charge and spin = 4.593 eV
SMILES string = CCOc1cc(S(=O)(=O)N(CC)CC)c(OCC)cc1-n1cnnn1
HOMO = -9.06 eV
charge = 0
gap between HOMO and LUMO = 8.777 eV
energy = -1558.182484 Eh
strongest force on any atom = 2.89 eV Å⁻¹

Element x y z (Å)
1 H -2.68703 4.49960 2.84587
2 H 0.16215 -5.46787 -1.66575
3 C 0.12308 -2.11104 -0.17520
4 C -0.79151 -1.12092 0.10821
5 O -0.32518 -3.41215 -0.14148
6 H -1.79088 -1.39137 0.41265
7 O -1.91831 2.48863 -0.77556
8 H 0.65234 2.66473 -3.97857
9 C 0.79018 0.61591 -0.49034
10 N 2.43612 -2.72533 -0.82086
11 H -1.32700 -5.94882 -0.85275
12 N -1.25745 2.25378 1.83964
13 O -2.97215 0.71028 0.53902
14 N 4.01985 -3.71909 -1.76488
15 H -1.52071 1.75732 3.87878
16 S -1.74475 1.49641 0.28974
17 H -0.28354 3.91717 1.03237
18 C 0.27630 2.45215 -2.97231
19 C -0.91998 -5.27146 -1.59383
20 N 3.41277 -2.58395 -1.74386
21 H -1.87421 5.58405 1.67044
22 H 0.82696 0.53957 2.40916
23 C -1.17954 -3.81125 -1.20994
24 C 1.42832 2.34830 -1.97404
25 H -0.28608 1.50756 -2.87526
26 H -1.41237 -5.48998 -2.52904
27 C -0.46962 0.22411 -0.00962
28 H -2.87603 4.23227 1.07293
29 O 1.04458 1.93677 -0.64991
30 C -0.91526 3.67073 1.89555
31 H -1.50302 0.40058 2.76839
32 H 1.98589 -4.33231 0.59856
33 C 1.43442 -1.76187 -0.58351
34 C 0.41714 1.13161 3.23301
35 H 2.77491 -0.11433 -0.94198
36 C 1.77012 -0.37280 -0.69167
37 H 0.58828 0.49906 4.11602
38 C -1.06888 1.35374 2.97496
39 C -2.18507 4.53539 1.88913
40 H 2.11432 1.65356 -2.41175
41 H 0.97243 2.06169 3.23355
42 C 2.56115 -3.95531 -0.23780
43 H -2.26405 -3.65085 -0.93747
44 H -1.01840 -3.20014 -2.10506
45 H 1.97133 3.28813 -1.98783
46 H -0.32612 3.93640 2.77212
47 H -0.40992 3.23817 -2.65708
48 N 3.56440 -4.55683 -0.80273